34
Properties=species:S:1:pos:R:3:forces:R:3 method="wB97M-V/def2-TZVPD" e_above_lowest_ev=0.855 total_energy_ev=-96948.0293 molar_mass_g_mol=563.18
Au 0.41369 -1.04168 0.32666 0.717 0.519 -0.542
O -0.99589 1.27570 0.71356 -0.154 -0.098 0.263
C -0.53846 2.11573 -0.03419 -0.047 0.088 -0.029
C 0.85800 2.26636 -0.42259 0.021 0.054 -0.002
C 1.14435 3.31057 -1.30157 -0.075 0.000 0.013
C 2.43887 3.56130 -1.67144 0.060 0.064 -0.095
C 3.49331 2.79323 -1.18168 0.042 -0.057 0.019
C 3.22853 1.75805 -0.32176 0.009 -0.010 -0.031
C 1.90910 1.45765 0.08422 0.083 -0.150 0.149
O 1.73239 0.48059 0.94380 -0.148 0.105 -0.061
N 2.71979 4.66506 -2.59098 -0.001 0.035 0.130
O 1.78006 5.32384 -2.98871 -0.095 0.022 -0.065
O 3.87910 4.86786 -2.88947 0.107 -0.020 -0.052
H -1.21415 2.87307 -0.47285 -0.002 -0.013 -0.056
H 0.34767 3.93369 -1.68731 0.011 -0.005 0.002
H 4.50196 3.02183 -1.49454 -0.004 -0.003 0.005
H 4.02480 1.13693 0.06536 -0.005 0.010 0.008
C 0.55021 -0.24505 3.26911 -0.071 0.021 -0.131
C -0.20898 -1.11369 2.32834 0.302 -0.146 -0.155
O -1.08535 -1.85566 2.42062 -0.486 -0.243 0.153
H 0.09400 -0.38361 4.24698 0.025 0.003 0.022
H 0.48498 0.77802 2.91034 -0.019 0.007 0.033
H 1.59875 -0.53478 3.25515 -0.017 0.003 -0.016
Se -0.21463 -2.59483 -1.42633 -0.239 -0.271 0.584
C -1.87912 -3.26007 -0.71495 0.025 0.077 -0.147
C -3.10021 -2.81427 -1.19333 -0.097 0.019 0.013
C -4.26249 -3.35628 -0.65774 0.060 -0.019 0.005
N -4.27862 -4.28818 0.29216 0.098 0.018 -0.018
C -3.09496 -4.71288 0.73482 -0.030 0.053 -0.031
C -1.87773 -4.23896 0.26788 -0.041 -0.069 0.030
H -3.15475 -2.05551 -1.96173 0.002 0.002 0.003
H -5.22857 -3.01834 -1.01661 -0.008 -0.007 0.013
H -3.11616 -5.47623 1.50531 -0.016 0.002 -0.006
H -0.94950 -4.62944 0.66346 -0.007 0.007 -0.007